[1]
4 unconnected molecules or ions with the total composition C2H14NO3S, computed with ωB97M-V with the def2-TZVPD basis set.

Structure (ORCA input):
```
! RIJCOSX wB97M-V def2-TZVPD def2/J DEFGRID3
* xyz 1 1
C -0.70544 1.90127 -0.95233
C 0.10577 0.66985 -0.55242
S 0.98936 -0.13468 -1.89146
N -2.01168 1.84767 -0.18079
H -1.02609 1.81539 -1.98885
H -0.16212 2.82518 -0.78992
H -0.55704 -0.14043 -0.26799
H 0.72553 0.94489 0.29036
H 2.28558 0.17757 -1.72467
H -2.65409 2.57036 -0.51041
H -1.93451 1.85277 0.83792
H -2.46757 0.96432 -0.37819
H -1.33463 -1.34753 1.50237
H -1.19446 -0.36758 2.54462
O -1.65635 -0.48358 1.71343
H 0.66612 -2.72675 0.84884
H -0.26230 -3.19147 -0.29917
O -0.11280 -2.50060 0.34482
H 1.74902 -0.09319 2.73729
H 3.07311 -0.76929 2.81992
O 2.36423 -0.58442 2.19046
*
```

- frontier orbital gap (eV) = 9.1
- DFT total energy (Ha) = -763.0076

Atom charges from the natural (NBO) analysis, given in e for atoms 1 to 8: C -0.225; C -0.581; S -0.003; N -0.667; H 0.230; H 0.238; H 0.257; H 0.245


[2]
5 unconnected molecules or ions with the total composition C2H14NO4, computed with ωB97M-V with the def2-TZVPD basis set.

Structure (ORCA input):
```
! RIJCOSX wB97M-V def2-TZVPD def2/J DEFGRID3
* xyz 1 1
C 0.96025 1.32640 -0.53732
C 2.19232 1.58181 -0.11350
N 0.43671 -0.00240 -0.23675
H 0.28838 2.00333 -1.04118
H 2.70503 2.48532 -0.41214
H 2.74841 0.79283 0.38118
H 0.29467 -0.64167 -1.08014
H 1.10683 -0.45197 0.39515
H -0.53814 0.00158 0.21407
H 1.07152 -1.43477 -2.92230
H -0.43359 -1.78517 -3.03769
O 0.27534 -1.60359 -2.40727
H -4.57444 -0.11069 -0.56477
H -4.90627 0.05067 0.88910
O -4.34136 0.44125 0.19999
H -1.64321 0.97138 1.82844
H -2.79073 0.69275 0.84456
O -1.83850 0.45038 1.03913
H 3.75380 -1.75812 2.23150
H 2.28426 -1.59466 2.50390
O 2.94872 -1.41467 1.82605
*
```

- frontier orbital gap (eV) = 11.4
- DFT total energy (Ha) = -440.0745

Atom charges from the natural (NBO) analysis, given in e for atoms 1 to 8: C -0.059; C -0.361; N -0.765; H 0.231; H 0.237; H 0.222; H 0.463; H 0.432


[3]
6 unconnected molecules or ions with the total composition C2H14NO5, computed with ωB97M-V with the def2-TZVPD basis set.

Structure (ORCA input):
```
! RIJCOSX wB97M-V def2-TZVPD def2/J DEFGRID3
* xyz 1 1
O 2.10383 0.16624 0.20249
C 1.64291 0.49325 1.21159
C -1.41039 0.91737 0.74709
N -1.45101 0.67640 -0.63874
H 1.74026 -0.04238 2.15348
H -2.24918 0.41476 1.26209
H -1.36971 1.99747 1.01925
H -0.59447 0.72659 -1.18581
H -0.49420 0.44092 1.21660
H -2.35253 0.71250 -1.10571
H -0.17421 -3.18373 2.55780
H 1.07806 -2.35385 2.08364
O 0.10854 -2.32581 2.22544
H 3.21045 -2.88791 1.04494
H 2.69038 -1.37621 0.88115
O 2.72841 -2.15864 1.47801
H 2.12473 1.37346 -1.36545
H 1.39267 1.90807 -2.62331
O 1.28704 1.35184 -1.82398
H -4.66377 1.50656 -3.86550
H -5.20887 0.64991 -2.70018
O -4.57174 1.34146 -2.91903
*
```

- frontier orbital gap (eV) = 4.5
- DFT total energy (Ha) = -515.1230

Atom charges from the natural (NBO) analysis, given in e for atoms 1 to 8: O -0.325; C 0.655; C -0.363; N -0.716; H 0.290; H 0.232; H 0.213; H 0.415


[4]
5 unconnected molecules or ions with the total composition C2H14O4S, computed with ωB97M-V with the def2-TZVPD basis set.

Structure (ORCA input):
```
! RIJCOSX wB97M-V def2-TZVPD def2/J DEFGRID3
* xyz 0 1
C -4.08569 -4.07019 1.25074
C -3.40504 -3.23378 0.08974
S -2.79527 -1.63227 0.62538
H -3.77684 -5.08785 1.20191
H -5.17855 -3.93110 1.15926
H -3.72779 -3.58382 2.18753
H -2.59985 -3.83689 -0.33845
H -3.99998 -3.27091 -0.82395
H -3.85478 -0.99720 0.08174
O 2.81416 5.55485 -2.74049
H 3.61807 5.32407 -2.27294
H 2.35096 4.75020 -2.99247
O 0.94648 3.51268 -0.18768
H 1.01610 4.41212 -0.52981
H 1.87093 3.23769 -0.14011
O 2.60263 1.08906 -0.77319
H 1.64950 0.94453 -0.72184
H 2.88132 1.15226 0.15024
O 4.44787 0.22295 1.54928
H 5.20239 -0.14564 1.08767
H 4.02339 -0.41074 2.13741
*
```

- frontier orbital gap (eV) = 9.6
- DFT total energy (Ha) = -783.7073
- SMILES = CCS.O.O.O.O

Atom charges from the natural (NBO) analysis, given in e for atoms 1 to 8: C -0.616; C -0.555; S -0.027; H 0.209; H 0.208; H 0.216; H 0.214; H 0.223


[5]
5 unconnected molecules or ions with the total composition C2H14O6, computed with ωB97M-V with the def2-TZVPD basis set.

Structure (ORCA input):
```
! RIJCOSX wB97M-V def2-TZVPD def2/J DEFGRID3
* xyz 0 1
O -8.77390 8.87074 3.85970
C -7.39268 8.57354 3.52828
C -6.61547 8.59317 4.86392
O -6.95042 9.81467 5.47059
H -8.67777 9.61441 4.49195
H -7.28982 7.56994 3.18977
H -6.90009 9.25071 2.81161
H -5.58220 8.72454 4.70631
H -6.90447 7.80413 5.55884
H -6.93582 9.92958 6.42710
O -8.82676 5.44167 1.99431
H -8.29646 5.54837 1.20937
H -9.41756 6.24458 1.98373
O -7.29138 4.99350 4.37238
H -7.10787 4.05623 4.31405
H -7.74821 5.25885 3.58077
O -9.95397 7.98134 1.64162
H -10.90101 7.90644 1.58960
H -9.65529 8.53499 2.40884
O -5.13016 6.34104 3.16983
H -4.87281 6.02008 2.29055
H -5.41032 5.53987 3.64567
*
```

- frontier orbital gap (eV) = 11.1
- DFT total energy (Ha) = -536.0179
- SMILES = OCCO.O.O.O.O

Atom charges from the natural (NBO) analysis, given in e for atoms 1 to 8: O -0.760; C -0.099; C -0.077; O -0.780; H 0.501; H 0.211; H 0.172; H 0.185


[6]
A molecular structure, C2H14O7Tl, computed with ωB97M-V with the def2-TZVPD basis set.

Structure (ORCA input):
```
! RIJCOSX wB97M-V def2-TZVPD def2/J DEFGRID3
* xyz 1 1
Tl -0.17063 -0.01866 0.13223
O -0.00009 1.79997 -0.86734
C 0.28247 1.69131 -2.26885
C 1.01723 0.38464 -2.50307
O 0.39506 -0.60663 -1.80373
H 1.07541 2.42197 -2.36655
H -0.58803 1.92424 -2.94898
H 1.96004 0.42909 -2.00019
H 1.23849 0.07752 -3.49887
O -1.91913 -1.56305 0.18090
H -1.68349 -2.37825 0.65857
H -2.81977 -1.34900 0.47336
O -1.88994 1.16600 0.94649
H -2.34619 1.19894 1.80860
H -2.40158 1.63996 0.33880
O 1.72796 0.68690 1.07333
H 2.46969 0.04963 0.98587
H 2.07804 1.28643 1.74932
O 0.87728 -2.02400 0.48622
H 1.02846 -2.80585 -0.11016
H 1.20890 -2.16396 1.37757
O -0.47892 -0.59340 2.31876
H -0.75588 0.08703 2.96954
H -0.30538 -1.34083 2.86821
*
```

- frontier orbital gap (eV) = 6.8
- DFT total energy (Ha) = -783.3761

Atom charges from the Löwdin analysis, given in e for atoms 1 to 8: Tl 1.030; O -0.333; C -0.268; C -0.350; O -0.316; H 0.107; H 0.132; H 0.092


[7]
A molecular structure, C2H15NO4, computed with ωB97M-V with the def2-TZVPD basis set.

Structure (ORCA input):
```
! RIJCOSX wB97M-V def2-TZVPD def2/J DEFGRID3
* xyz 0 1
H 0.60579 0.27439 -0.06592
O 0.89144 1.34509 0.29611
N 0.51784 -0.83329 -0.76417
H 1.80108 1.32701 0.61759
H 1.04075 -0.61533 -1.59115
C -0.90488 -0.99388 -1.06871
H -1.40233 -0.08999 -1.40434
H -1.05876 -1.76007 -1.82908
H -1.42136 -1.35847 -0.18119
C 1.10576 -2.03796 -0.12063
H 1.99585 -2.31521 -0.65595
H 1.35144 -1.77214 0.90546
H 0.42012 -2.87584 -0.16022
O -1.05595 2.04522 1.97202
H -0.28073 1.81325 1.40513
H -0.96973 2.69569 2.66627
O 1.16135 1.79238 -2.31144
H 1.29606 2.70944 -2.58217
H 0.97625 1.80473 -1.33285
O -1.93965 -0.76120 2.08915
H -2.78943 -0.37189 1.87160
H -1.34092 -0.02195 2.24447
*
```

- frontier orbital gap (eV) = 10.7
- DFT total energy (Ha) = -440.8933

Atom charges from the natural (NBO) analysis, given in e for atoms 1 to 8: H 0.470; O -1.078; N -0.599; H 0.472; H 0.401; C -0.430; H 0.222; H 0.182


[8]
5 unconnected molecules or ions with the total composition C2H15NO4, computed with ωB97M-V with the def2-TZVPD basis set.

Structure (ORCA input):
```
! RIJCOSX wB97M-V def2-TZVPD def2/J DEFGRID3
* xyz 0 1
C 4.38741 -1.67113 1.66900
N 3.09678 -1.56386 1.01166
C 2.79838 -0.25972 0.39152
H 4.67938 -0.65876 1.97430
H 5.19544 -1.88888 0.92058
H 4.26366 -2.43328 2.45333
H 2.86813 -2.28649 0.35035
H 3.67326 0.36304 0.12031
H 2.27148 -0.48661 -0.57635
H 2.11993 0.28303 1.02411
O -2.02804 1.67711 0.79076
H -2.24123 2.36536 0.14849
H -2.57130 1.77063 1.58337
O -2.93837 2.44688 -1.93991
H -3.03460 2.64313 -2.87710
H -2.93508 1.47181 -2.01485
O -3.33532 -0.40460 -1.62551
H -3.15748 -1.29695 -1.95003
H -3.19560 -0.51706 -0.68372
O -0.67116 -0.77324 0.17508
H -1.34631 -0.12778 0.47470
H 0.03847 -0.09955 0.22478
*
```

- frontier orbital gap (eV) = 9.0
- DFT total energy (Ha) = -440.8740
- SMILES = CNC.O.O.O.O

Atom charges from the natural (NBO) analysis, given in e for atoms 1 to 8: C -0.414; N -0.641; C -0.420; H 0.195; H 0.164; H 0.205; H 0.359; H 0.176